Record 1
# C23H23Cl9N4

A cluster of 7 separate species, C23H23Cl9N4 in total in a non-equilibrium geometry (wB97M-V/def2-TZVPD, the OMol25 dataset).

```
59
Properties=species:S:1:pos:R:3
N 4.068 -0.669 4.392
C 5.120 -1.470 4.498
C 5.783 -2.005 3.416
C 5.319 -1.690 2.153
C 4.196 -0.906 2.035
C 3.612 -0.408 3.184
H 5.419 -1.640 5.527
H 6.582 -2.715 3.584
H 5.780 -2.102 1.263
H 3.752 -0.705 1.068
H 2.710 0.186 3.099
N -1.909 1.602 -4.311
C -2.240 2.087 -5.499
C -2.255 1.311 -6.656
C -1.876 -0.017 -6.563
C -1.511 -0.521 -5.324
C -1.578 0.326 -4.229
H -2.505 3.138 -5.533
H -2.545 1.754 -7.601
H -1.874 -0.642 -7.448
H -1.305 -1.579 -5.225
H -1.327 -0.023 -3.232
N -3.445 -0.771 -0.689
C -3.293 -1.788 -1.523
C -4.292 -2.714 -1.773
C -5.475 -2.636 -1.067
C -5.613 -1.609 -0.148
C -4.569 -0.703 0.004
H -2.356 -1.868 -2.065
H -4.134 -3.504 -2.498
H -6.284 -3.333 -1.239
H -6.518 -1.541 0.443
H -4.658 0.144 0.675
N 3.969 3.769 -0.598
C 4.157 4.515 0.476
C 3.787 4.114 1.755
C 3.222 2.860 1.916
C 2.974 2.097 0.801
C 3.418 2.568 -0.420
H 4.557 5.507 0.287
H 3.974 4.775 2.591
H 2.899 2.568 2.910
H 2.507 1.123 0.859
H 3.291 1.981 -1.324
C -2.914 1.902 4.096
Cl -2.944 0.462 3.076
Cl -3.592 3.282 3.227
Cl -1.291 2.253 4.665
H -3.534 1.704 4.958
C -0.627 -3.952 0.960
Cl -1.239 -5.589 0.680
Cl 0.618 -3.954 2.191
Cl -1.970 -2.877 1.368
H -0.203 -3.596 0.032
C -0.474 0.247 0.530
Cl 0.448 -0.290 -0.857
Cl -0.567 2.011 0.575
Cl 0.250 -0.361 2.033
H -1.496 -0.111 0.491
```

Summary:
total energy	-142885.382	eV
frontier orbital gap	9.76	eV
net charge	0

***

Record 2
# C23H23ClN2NdOP

A structure of composition C23H23ClN2NdOP in a non-equilibrium geometry (wB97M-V/def2-TZVPD, the OMol25 dataset).

```
52
Properties=species:S:1:pos:R:3
Nd -0.690 -1.204 1.634
Cl 0.807 -3.223 1.602
C -0.012 1.356 1.598
O 0.393 2.430 1.731
P 0.058 0.087 -0.976
C -1.475 -0.310 -1.932
C 0.529 1.714 -1.614
C 1.325 -1.047 -1.671
C 1.728 1.934 -2.318
C 2.008 3.201 -2.835
C 1.115 4.257 -2.651
C -0.064 4.047 -1.930
C -0.352 2.791 -1.400
H 2.434 1.116 -2.469
H 2.933 3.355 -3.388
H 1.336 5.241 -3.063
H -0.766 4.865 -1.779
H -1.274 2.636 -0.833
C -2.377 -1.281 -1.443
C -3.603 -1.464 -2.081
C -3.905 -0.772 -3.261
C -2.974 0.124 -3.797
C -1.769 0.357 -3.130
H -2.138 -1.918 -0.576
H -4.331 -2.162 -1.664
H -4.862 -0.939 -3.763
H -3.187 0.647 -4.729
H -1.061 1.075 -3.546
C 1.111 -1.765 -2.855
C 2.108 -2.611 -3.346
C 3.313 -2.762 -2.650
C 3.520 -2.058 -1.457
C 2.537 -1.201 -0.969
H 0.166 -1.663 -3.389
H 1.940 -3.159 -4.273
H 4.089 -3.430 -3.032
H 4.452 -2.181 -0.903
H 2.695 -0.666 -0.029
H -2.454 -2.209 1.837
H -1.888 -2.831 1.647
C -0.011 1.110 7.050
N -0.103 0.179 5.934
C -0.003 -1.214 5.979
C -0.169 -1.661 4.701
N -0.377 -0.553 3.869
C -0.332 0.545 4.658
H -0.865 0.992 7.728
H 0.912 0.937 7.615
H -0.009 2.130 6.651
H 0.160 -1.762 6.892
H -0.152 -2.655 4.280
H -0.470 1.575 4.343
```

Summary:
total energy	-66325.457	eV
expectation value of S²	3.755
frontier orbital gap (spin up / spin down)	6.65 / 6.76	eV
net charge	+2
spin multiplicity	4

***

Record 3
# C23H23EuFNO4

A structure of composition C23H23EuFNO4 in a non-equilibrium geometry (wB97M-V/def2-TZVPD, the OMol25 dataset).

```
53
Properties=species:S:1:pos:R:3
C 7.425 -0.784 1.442
C 6.378 -0.606 0.239
C 7.038 -0.926 -1.184
C 5.772 0.856 0.283
C 4.354 0.791 0.993
N 3.225 1.174 0.112
C 2.986 0.360 -1.046
O 3.780 -0.262 -1.720
C 1.441 0.421 -1.214
C 0.538 -0.067 -2.259
F 1.086 -0.722 -3.344
C -0.920 0.137 -2.119
C -1.524 0.840 -0.946
C -3.075 1.030 -0.933
C -3.800 0.496 0.366
C -5.327 1.008 0.279
C -6.350 -0.171 0.306
C -7.561 -0.037 1.142
C -8.505 -1.161 1.148
C -8.246 -2.412 0.371
C -7.034 -2.549 -0.457
C -6.105 -1.411 -0.489
C -0.596 1.313 0.100
C -1.107 2.033 1.379
O -0.843 1.525 2.449
O -1.850 3.166 1.395
C 0.845 1.111 -0.048
C 2.054 1.529 0.852
O 1.921 2.069 1.914
H 7.039 -1.446 2.261
H 8.355 -1.256 0.995
H 7.641 0.229 1.869
H 5.577 -1.387 0.391
H 6.454 -0.417 -1.994
H 7.000 -2.066 -1.348
H 8.117 -0.581 -1.149
H 5.588 1.179 -0.777
H 6.456 1.624 0.739
H 4.379 1.559 1.824
H 4.110 -0.202 1.457
H -1.561 -0.257 -2.951
H -3.476 0.418 -1.796
H -3.310 2.113 -1.107
H -3.740 -0.625 0.434
H -3.405 0.910 1.330
H -5.482 1.656 -0.634
H -5.515 1.692 1.161
H -7.753 0.890 1.734
H -9.434 -1.053 1.756
H -8.966 -3.271 0.406
H -6.793 -3.452 -1.063
H -5.156 -1.434 -1.084
Eu 8.225 -3.660 -1.434
```

Summary:
total energy	-55924.623	eV
expectation value of S²	12.013
frontier orbital gap (spin up / spin down)	0.96 / 1.12	eV
net charge	+2
spin multiplicity	7

***

Record 4
# C23H23F2N3O5S

A structure of composition C23H23F2N3O5S in a non-equilibrium geometry (wB97M-V/def2-TZVPD, the OMol25 dataset).

```
57
Properties=species:S:1:pos:R:3
C 0.079 -5.037 0.282
H 0.374 -5.265 1.189
C 1.090 -4.086 -0.537
C 0.952 -2.630 0.205
N -0.478 -1.863 -0.066
C -0.790 -1.047 1.135
O -0.192 -0.903 2.285
C -2.036 -0.317 0.798
N -2.056 0.513 -0.361
S -0.869 1.474 -0.503
O -0.850 2.214 -1.681
O 0.473 0.880 -0.344
C -1.168 2.702 0.755
C -1.506 3.851 0.641
C -1.745 4.866 1.531
C -1.286 4.477 3.044
C -0.812 3.195 3.193
C -0.564 2.340 2.211
H 0.071 1.309 2.175
H -0.244 2.999 4.271
F -1.388 5.426 3.839
H -2.091 5.809 1.677
H -1.815 4.083 -0.332
H -2.927 0.825 -0.323
H -2.676 -1.041 0.624
H -2.197 0.138 1.769
C -1.100 -1.930 -1.200
C -0.117 -1.405 -2.348
C -0.919 -1.379 -3.412
C -2.172 -2.047 -3.658
C -2.665 -2.545 -2.674
C -2.182 -2.439 -1.490
F -2.766 -3.121 -0.329
H -3.868 -2.989 -2.727
H -2.668 -1.977 -4.662
H -0.176 -1.030 -4.375
H 0.697 -0.880 -2.349
H 1.115 -2.843 1.577
C 2.213 -1.709 -0.203
O 2.897 -1.872 -1.125
N 2.437 -0.910 0.782
H 1.947 -0.540 1.693
C 3.501 0.293 0.440
C 2.821 1.611 0.193
C 2.632 2.662 1.006
C 1.949 3.448 0.174
C 2.011 3.083 -1.039
O 2.545 1.835 -1.129
H 1.925 3.647 -2.074
H 1.681 4.607 0.701
H 2.709 2.506 2.041
H 4.289 0.244 1.153
H 4.105 -0.257 -0.701
H 0.651 -3.922 -1.434
H 1.959 -4.466 -0.359
H -0.854 -4.732 0.407
H 0.053 -5.854 -0.357
```

Summary:
total energy	-55182.444	eV
frontier orbital gap	8.26	eV
net charge	0